Here is C55H83FN7O5Ti as an isolated structure from the OMol25 dataset. Energies are from wB97M-V/def2-TZVPD.

Each line ends with the Löwdin charge.
Positions of all 152 atoms, in Å:
Ti1 -1.401 -0.120 -0.370  1.24
C1 -1.056 -2.289 -2.853  -0.05
N1 -2.058 -1.758 -1.898  -0.28
C2 -3.147 -1.170 -2.724  -0.04
C3 -2.585 -2.909 -1.125  -0.15
C4 -1.736 -3.146 0.105  -0.13
N2 -1.822 -1.962 0.983  -0.19
C5 -3.166 -1.956 1.638  -0.09
C6 -3.756 -0.624 2.016  -0.13
C7 -4.409 -0.498 3.234  0.02
C8 -5.255 0.577 3.485  -0.17
C9 -5.445 1.487 2.445  0.02
C10 -4.830 1.397 1.193  -0.08
C11 -3.914 0.349 1.031  -0.23
O1 -3.219 0.162 -0.132  -0.20
C12 -5.302 2.265 0.019  -0.52
C13 -5.994 1.326 -0.983  -0.02
C14 -4.164 3.010 -0.685  -0.02
C15 -6.337 3.309 0.449  -0.06
C16 -6.068 0.637 4.781  -0.55
C17 -5.191 0.340 6.003  -0.04
C18 -7.172 -0.429 4.697  -0.03
C19 -6.727 2.002 4.988  -0.05
C20 -0.834 -2.034 2.086  -0.11
C21 0.569 -1.661 1.746  -0.14
C22 1.621 -2.536 1.998  0.04
C23 2.933 -2.117 1.855  -0.15
C24 3.137 -0.783 1.500  0.03
C25 2.123 0.138 1.250  -0.07
C26 0.810 -0.360 1.330  -0.23
O2 -0.310 0.390 1.009  -0.18
C27 2.460 1.624 1.061  -0.51
C28 3.969 1.882 1.030  -0.05
C29 1.890 2.380 2.269  -0.02
C30 1.877 2.203 -0.229  -0.02
C31 4.133 -3.020 2.137  -0.55
C32 5.009 -3.110 0.880  -0.05
C33 4.953 -2.423 3.289  -0.03
C34 3.708 -4.435 2.529  -0.06
H1 -0.211 -2.727 -2.327  0.09
H2 -0.702 -1.492 -3.502  0.09
H3 -1.531 -3.051 -3.477  0.11
H4 -3.495 -1.903 -3.458  0.11
H5 -3.970 -0.869 -2.087  0.07
H6 -2.772 -0.293 -3.252  0.10
H7 -3.614 -2.683 -0.853  0.12
H8 -2.608 -3.803 -1.756  0.14
H9 -2.071 -4.042 0.640  0.15
H10 -0.686 -3.293 -0.165  0.13
H11 -3.876 -2.436 0.967  0.13
H12 -3.107 -2.593 2.526  0.14
H13 -4.305 -1.294 3.962  0.12
H14 -6.160 2.280 2.592  0.09
H15 -5.290 0.612 -1.405  0.06
H16 -6.803 0.772 -0.503  0.10
H17 -6.418 1.906 -1.804  0.10
H18 -3.302 2.384 -0.889  0.05
H19 -4.526 3.400 -1.639  0.10
H20 -3.842 3.870 -0.098  0.07
H21 -7.251 2.858 0.838  0.09
H22 -5.940 3.994 1.202  0.08
H23 -6.613 3.906 -0.420  0.10
H24 -4.682 -0.620 5.930  0.08
H25 -4.437 1.115 6.152  0.06
H26 -5.808 0.312 6.902  0.10
H27 -6.748 -1.430 4.608  0.09
H28 -7.791 -0.404 5.595  0.09
H29 -7.814 -0.254 3.834  0.10
H30 -5.991 2.813 4.989  0.07
H31 -7.474 2.222 4.226  0.09
H32 -7.236 2.019 5.952  0.10
H33 -1.193 -1.322 2.836  0.14
H34 -0.871 -3.033 2.534  0.14
H35 1.391 -3.539 2.332  0.12
H36 4.157 -0.438 1.427  0.10
H37 4.460 1.590 1.958  0.09
H38 4.452 1.361 0.200  0.09
H39 4.141 2.950 0.892  0.10
H40 2.361 2.039 3.192  0.10
H41 2.077 3.451 2.164  0.10
H42 0.818 2.214 2.357  0.04
H43 2.354 1.748 -1.100  0.08
H44 0.802 2.055 -0.302  0.06
H45 2.082 3.275 -0.276  0.10
H46 5.348 -2.123 0.558  0.08
H47 5.890 -3.720 1.084  0.09
H48 4.457 -3.569 0.059  0.07
H49 5.338 -1.431 3.047  0.08
H50 4.350 -2.339 4.194  0.10
H51 5.806 -3.066 3.510  0.09
H52 3.126 -4.918 1.742  0.09
H53 4.594 -5.044 2.706  0.09
H54 3.121 -4.441 3.449  0.09
F1 4.585 -3.130 -2.026  0.06
C35 4.016 -2.056 -2.605  -0.18
C36 2.832 -1.583 -2.138  0.11
C37 2.203 -0.516 -2.807  -0.05
C38 0.933 -0.002 -2.339  -0.30
O3 0.360 -0.560 -1.354  -0.10
C39 0.399 1.105 -3.031  -0.03
C40 1.063 1.600 -4.127  0.08
N3 2.206 1.096 -4.599  0.04
C41 2.841 1.719 -5.751  -0.25
C42 1.988 2.151 -6.899  -0.06
C43 2.891 0.963 -7.046  -0.08
C44 2.821 0.039 -3.937  -0.09
C45 4.068 -0.440 -4.371  0.08
C46 4.684 -1.487 -3.715  -0.13
N4 5.902 -2.023 -4.127  -0.09
C47 6.357 -1.888 -5.491  -0.13
C48 7.095 -3.154 -5.904  -0.07
N5 8.209 -3.433 -4.931  0.07
C49 7.730 -3.496 -3.505  -0.07
C50 6.991 -2.211 -3.187  -0.12
C51 -0.821 1.852 -2.580  -0.53
O4 -1.302 2.735 -3.241  0.14
O5 -1.265 1.485 -1.394  -0.14
H55 2.367 -2.025 -1.266  0.14
H56 0.652 2.455 -4.645  0.16
H57 3.686 2.340 -5.479  0.16
H58 2.255 3.076 -7.387  0.12
H59 0.926 1.955 -6.853  0.12
H60 3.782 1.055 -7.651  0.11
H61 2.414 -0.008 -7.067  0.12
H62 4.557 0.033 -5.207  0.11
H63 7.015 -1.015 -5.622  0.14
H64 5.509 -1.768 -6.162  0.14
H65 7.540 -3.065 -6.893  0.15
H66 6.434 -4.018 -5.873  0.15
H67 8.917 -2.697 -5.011  0.19
H68 8.676 -4.306 -5.183  0.19
H69 8.605 -3.640 -2.873  0.15
H70 7.069 -4.359 -3.429  0.15
H71 7.690 -1.361 -3.240  0.15
H72 6.623 -2.263 -2.167  0.13
N6 -2.529 4.342 4.588  0.08
C52 -2.704 2.838 4.462  -0.09
C53 -1.636 2.270 3.556  -0.19
N7 -1.828 2.769 2.201  -0.02
C54 -2.369 4.118 2.144  -0.19
C55 -1.950 4.968 3.332  -0.08
H73 -1.927 4.556 5.383  0.18
H74 -3.434 4.763 4.795  0.18
H75 -3.696 2.661 4.048  0.11
H76 -2.657 2.422 5.465  0.13
H77 -1.740 1.182 3.571  0.12
H78 -0.647 2.506 3.976  0.12
H79 -0.982 2.677 1.655  0.08
H80 -3.464 4.080 2.099  0.11
H81 -2.043 4.608 1.228  0.14
H82 -2.313 5.992 3.277  0.14
H83 -0.869 4.980 3.455  0.14

Cartesian forces, eV/Å:
-0.4920 0.3649 -0.0954
0.0000 0.0255 0.0110
-0.0253 0.0345 -0.2421
0.0071 -0.0292 -0.0063
0.0006 -0.0349 -0.0381
0.0304 -0.0265 0.0114
0.0266 0.1047 -0.0477
0.0202 0.0144 -0.0191
-0.0227 -0.0605 0.0888
-0.0020 0.0490 -0.0055
0.0192 0.0035 -0.0541
-0.0262 -0.0523 -0.0094
-0.0021 0.0439 0.0257
-0.0622 -0.0739 -0.0124
0.6087 0.0641 0.1262
-0.0022 -0.0216 0.0413
-0.0048 -0.0070 -0.0074
0.0639 0.0257 -0.0547
0.0069 0.0033 -0.0066
0.0387 0.0052 0.0195
-0.0199 0.0024 0.0095
-0.0185 0.0019 -0.0197
0.0137 0.0060 0.0060
-0.1957 0.0453 0.2335
0.1553 -0.1433 -0.0473
-0.0266 0.0634 -0.0446
-0.0178 -0.0764 -0.0164
-0.0212 0.0576 -0.0802
0.0434 0.0153 -0.0010
-0.0453 0.2099 0.0312
0.1640 -0.1590 0.1625
-0.0268 -0.0584 0.0051
-0.0019 0.0084 -0.0302
-0.0061 0.0259 0.0260
0.0064 0.0064 -0.0258
0.0257 0.0389 0.0461
-0.1147 -0.0664 0.0496
0.0002 -0.0274 0.0257
0.0049 0.0133 -0.0062
-0.0047 -0.0018 -0.0037
-0.0065 -0.0207 0.0131
0.0148 0.0149 0.0056
-0.0069 0.0140 0.0151
-0.0038 0.0006 0.0048
-0.0078 -0.0087 -0.0001
0.0331 -0.0198 -0.0150
-0.0150 0.0182 0.0259
0.0168 -0.0032 -0.0186
-0.0215 0.0025 -0.0105
0.0327 0.0285 0.0283
-0.0147 -0.0085 -0.0218
0.0052 -0.0136 0.0095
-0.0277 0.0400 0.0044
0.0154 -0.0176 -0.0112
-0.0127 -0.0015 0.0021
-0.0048 0.0055 -0.0121
-0.0635 0.0073 0.0095
-0.0035 0.0138 -0.0072
0.0257 0.0070 0.0266
-0.0096 -0.0124 0.0078
0.0068 0.0095 0.0129
-0.0013 0.0036 -0.0022
0.0019 -0.0142 0.0037
0.0491 0.0262 -0.0084
-0.0079 0.0015 0.0024
0.0091 -0.0140 -0.0025
-0.0102 0.0010 0.0118
-0.0092 -0.0011 -0.0094
0.0047 0.0059 -0.0006
-0.0180 0.0013 -0.0126
-0.0004 0.0006 0.0109
0.0002 -0.0819 0.0062
0.0159 0.0276 -0.0217
-0.0077 -0.0108 0.0184
0.0370 0.0138 0.0425
0.0124 -0.0104 0.0299
-0.0022 -0.0055 -0.0061
-0.0046 0.0010 0.0010
0.0011 -0.0085 0.0108
-0.0113 0.0150 0.0083
0.0052 -0.0032 0.0013
0.0223 0.0029 0.0303
0.0022 0.0270 0.0091
-0.0129 0.0110 0.0150
0.0122 0.0254 -0.0148
0.0306 -0.0123 0.0210
0.0517 0.0090 0.2296
0.0017 0.0203 -0.0157
-0.0061 0.0026 0.0046
0.0194 -0.0074 0.0124
-0.0102 -0.0053 -0.0175
0.0102 -0.0077 -0.0001
-0.0047 0.0056 0.0057
-0.0545 0.0438 -0.3014
0.0531 -0.0087 -0.0476
-0.0126 0.0402 -0.0043
0.0223 0.0179 -0.1208
-0.0329 -0.0081 0.1008
0.0213 -0.1305 -0.0009
0.0677 0.0858 -0.1664
-0.0710 -0.0078 0.1031
-0.0070 -0.0145 0.0096
0.0250 -0.0061 -0.0132
0.0192 -0.0013 -0.0245
-0.0099 0.0040 -0.0105
0.0128 0.0139 0.0159
-0.0084 -0.0121 0.0618
-0.0808 0.1697 0.0839
-0.0383 -0.3193 -0.0957
0.0472 0.0735 -0.0011
-0.0068 -0.0123 -0.0136
0.0967 0.0084 -0.0320
-0.0061 -0.0140 0.0198
0.0542 0.0686 0.0441
0.1107 -0.0391 0.0801
0.0471 -0.0210 -0.0094
-0.2804 -0.4049 -0.1326
-0.0261 -0.0233 0.0131
0.0023 0.0026 -0.0083
-0.0126 -0.0041 0.0076
0.0032 0.0033 -0.0034
-0.0099 -0.0018 0.0056
0.0002 0.0067 -0.0042
0.0029 -0.0101 0.0022
-0.0028 0.0134 -0.0342
-0.0256 0.0027 -0.0155
0.0031 -0.0134 -0.0039
-0.0351 0.0109 -0.0072
0.0007 0.0147 -0.0043
0.0024 -0.0168 -0.0048
-0.0042 0.0014 0.0017
-0.0249 0.0083 0.0262
0.0094 0.0125 0.0035
-0.0068 -0.0043 0.0246
0.0155 -0.0107 -0.0125
0.0043 -0.0044 0.0040
-0.0335 0.0039 0.0271
0.0017 -0.0925 0.0098
-0.0188 0.1157 0.0185
0.0135 0.0136 -0.0083
-0.0105 0.0206 0.0128
-0.0018 0.0007 -0.0034
-0.0004 -0.0067 -0.0018
0.0217 -0.0196 -0.0023
-0.0089 -0.0161 -0.0030
0.0069 0.0121 -0.0068
-0.0025 -0.0003 0.0113
-0.0734 -0.0386 -0.0404
0.0074 0.0226 -0.0069
-0.0052 0.0050 0.0080
0.0038 -0.0048 -0.0105
0.0052 0.0008 -0.0168

For the energy above the lowest of the compared OMol25 structures with the same formula, charge and spin, the calculation gives 8.0 kcal per mole. The charge is +3. The calculation puts the highest occupied orbital energy at -13.7 eV. The electronic energy is -104867.3587 eV. The calculation puts the HOMO-LUMO gap at 7.1 eV. The value obtained for the lowest unoccupied orbital energy is -6.63 eV.